Entry 1:
The following is a quantum chemistry calculation of 2 unconnected molecules or ions with the total composition C9H18Cl2N5O2P, from the OMol25 dataset.

XYZ file:
```
37
Properties=species:S:1:pos:R:3
C 3.25 0.07 0.27
C 2.23 -1.02 0.05
N 1.66 -1.53 1.05
C 1.92 -1.41 -1.40
N 0.50 -1.58 -1.70
C 0.03 -2.77 -2.40
C -0.41 -0.64 -1.45
N -1.69 -0.73 -1.84
C -2.29 0.40 -1.50
P -4.12 0.59 -1.79
O -4.17 -0.21 -3.19
Cl -4.12 2.54 -2.41
N -1.41 1.21 -0.91
Cl -1.54 2.72 -0.22
N -0.22 0.53 -0.83
H 3.69 -0.02 1.26
H 2.77 1.06 0.21
H 4.02 0.04 -0.50
H 0.99 -2.26 0.83
H 2.40 -2.37 -1.59
H 2.37 -0.70 -2.09
H 0.86 -3.46 -2.49
H -0.32 -2.52 -3.41
H -0.80 -3.22 -1.87
H -3.36 -0.17 -3.73
H 0.56 0.93 -0.31
C -0.97 2.39 2.83
C 0.26 1.49 2.55
C 0.07 0.14 3.28
O 1.41 2.09 2.80
H -0.98 2.64 3.89
H -0.89 3.32 2.26
H -1.93 1.90 2.57
H 0.14 1.17 1.44
H 0.03 0.24 4.36
H 0.91 -0.50 3.02
H -0.86 -0.36 2.96
```

Summary:
Kohn-Sham gap: 4.577 eV
Total charge: 0


Entry 2:
The following is a quantum chemistry calculation of C4H7NO in the gas phase, from the OMol25 dataset.

XYZ file:
```
13
Properties=species:S:1:pos:R:3
C 1.10 -0.11 -2.03
C 0.40 0.41 -0.82
N -0.02 -0.44 0.03
C -1.02 0.02 0.96
C -0.52 -0.24 2.36
O -0.54 0.58 3.24
H 2.16 0.13 -2.07
H 0.60 0.31 -2.91
H 0.95 -1.19 -2.02
H 0.14 1.48 -0.75
H -1.32 1.07 0.84
H -1.88 -0.62 0.73
H -0.08 -1.25 2.49
```

Summary:
Relative energy (zero: lowest compared OMol25 entry of this formula, charge and spin): 40.2 kcal per mole
Kohn-Sham gap: 10.670 eV
Total charge: 0
SMILES string: C/C=N/CC=O


Entry 3:
The following is a quantum chemistry calculation of 2 unconnected molecules or ions with the total composition C9H8O2 in a non-equilibrium geometry, from the OMol25 dataset.

XYZ file:
```
19
Properties=species:S:1:pos:R:3
C -2.17 -2.00 0.67
C -1.65 -1.03 1.56
C -1.41 -3.08 0.72
C -0.51 -1.63 2.10
C 1.30 0.25 0.31
C 0.58 1.15 -0.27
C 0.59 -1.12 2.72
C 2.13 1.12 -0.54
C -0.62 1.87 -0.68
O 1.41 -0.72 3.40
O -0.32 -2.93 1.52
H -3.07 -1.80 0.26
H -2.03 -0.12 2.00
H -1.43 -3.99 0.09
H 2.77 1.77 -0.01
H 2.51 0.91 -1.49
H -1.27 2.01 0.14
H -1.19 1.11 -1.30
H -0.39 2.76 -1.20
```

Summary:
Relative energy (zero: lowest compared OMol25 entry of this formula, charge and spin): 193.1 kcal per mole
Kohn-Sham gap (spin up / spin down): 5.405 / 8.539 eV
Total charge: 0


Entry 4:
The following is a quantum chemistry calculation of CH6N4S in the gas phase in a non-equilibrium geometry, from the OMol25 dataset.

XYZ file:
```
12
Properties=species:S:1:pos:R:3
N 1.67 -1.42 0.23
N 0.41 -1.10 -0.35
C -0.38 -0.03 -0.03
S -2.05 -0.04 0.02
N 0.27 1.11 0.23
N 1.56 1.53 -0.18
H 2.44 -1.02 -0.28
H 1.77 -1.22 1.23
H -0.18 -1.96 -0.48
H -0.36 1.85 0.53
H 1.72 1.25 -1.15
H 2.30 1.07 0.44
```

Summary:
Relative energy (zero: lowest compared OMol25 entry of this formula, charge and spin): 12.8 kcal per mole
Kohn-Sham gap: 8.887 eV
Total charge: 0
SMILES string: NNC(=S)NN


Entry 5:
The following is a quantum chemistry calculation of C22H20N6O4S in the gas phase in a non-equilibrium geometry, from the OMol25 dataset.

XYZ file:
```
53
Properties=species:S:1:pos:R:3
C -7.22 -1.54 1.20
C -5.96 -0.83 0.82
C -5.73 0.47 1.25
C -4.57 1.14 0.91
C -3.60 0.52 0.13
C -2.38 1.25 -0.21
C -2.04 2.58 0.09
C -0.78 2.77 -0.43
C 0.03 4.00 -0.47
O -0.46 5.11 -0.56
N 1.39 3.84 -0.49
C 2.13 2.71 -0.11
C 3.30 2.39 -0.80
C 4.00 1.24 -0.47
C 3.54 0.44 0.55
S 4.36 -1.11 0.86
O 3.90 -1.68 2.09
O 5.77 -0.98 0.65
N 3.82 -2.04 -0.46
C 2.52 -2.40 -0.57
N 1.63 -1.64 0.07
C 0.36 -1.97 -0.05
C -0.06 -3.05 -0.82
C 0.95 -3.76 -1.46
N 2.23 -3.45 -1.34
C 2.42 0.78 1.29
C 1.72 1.92 0.96
N -0.43 1.60 -1.03
N -1.39 0.69 -0.90
C -3.82 -0.79 -0.31
O -2.92 -1.45 -1.08
C -5.00 -1.47 0.03
C -5.22 -2.87 -0.45
H -7.79 -1.81 0.31
H -7.84 -0.91 1.83
H -6.99 -2.46 1.74
H -6.47 0.97 1.87
H -4.42 2.14 1.26
H -2.62 3.31 0.62
H 1.91 4.67 -0.74
H 3.64 3.03 -1.60
H 4.90 0.96 -1.00
H 4.49 -2.65 -0.89
H -0.34 -1.35 0.49
H -1.10 -3.31 -0.91
H 0.74 -4.62 -2.09
H 2.12 0.13 2.09
H 0.84 2.20 1.53
H 0.41 1.38 -1.52
H -2.17 -0.86 -1.25
H -5.28 -3.56 0.39
H -4.40 -3.17 -1.10
H -6.15 -2.94 -1.01
```

Summary:
Relative energy (zero: lowest compared OMol25 entry of this formula, charge and spin): 26.8 kcal per mole
Kohn-Sham gap: 8.292 eV
Total charge: 0
SMILES string: Cc1ccc(-c2cc(C(=O)Nc3ccc(S(=O)(=O)Nc4ncccn4)cc3)[nH]n2)c(O)c1C


Entry 6:
The following is a quantum chemistry calculation of 12 unconnected molecules or ions with the total composition C6H33NO12 in a non-equilibrium geometry, from the OMol25 dataset.

XYZ file:
```
52
Properties=species:S:1:pos:R:3
C 0.38 -2.23 2.56
C -0.37 -1.52 1.69
C -0.12 -0.05 1.47
C 1.03 0.14 0.47
C 1.68 1.47 0.61
O 2.61 1.77 -0.10
N -1.49 -2.10 1.08
C -1.72 -1.77 -0.35
H 0.23 -3.30 2.77
H 1.14 -1.78 3.12
H -1.06 0.49 1.13
H 0.12 0.45 2.43
H 0.67 -0.04 -0.55
H 1.78 -0.68 0.57
H 1.31 2.16 1.39
H -1.52 -3.11 1.25
H -0.86 -2.06 -1.04
H -2.68 -2.21 -0.69
H -1.78 -0.69 -0.46
O 1.22 -3.45 -0.59
H 0.72 -3.12 0.19
H 2.16 -3.28 -0.37
O -0.63 2.98 1.87
H -1.53 2.52 1.70
H -0.82 3.80 2.37
O -0.69 3.57 -0.75
H -0.51 3.47 0.23
H -1.39 3.04 -0.97
O -2.98 1.89 1.31
H -2.93 1.77 0.39
H -3.31 1.09 1.70
O 1.17 -1.43 -2.32
H 1.16 -2.25 -1.80
H 2.11 -0.99 -2.17
O -2.46 1.64 -1.32
H -3.14 1.86 -2.00
H -1.76 1.14 -1.84
O 3.48 -0.29 -1.55
H 3.20 0.52 -1.09
H 4.16 0.04 -2.26
O -0.64 0.49 -2.79
H 0.00 1.20 -2.91
H -0.07 -0.32 -2.66
O 0.99 2.60 -2.59
H 1.83 2.50 -2.19
H 0.39 3.10 -2.01
O -3.79 -0.53 2.15
H -3.87 -0.70 3.09
H -3.06 -1.11 1.84
O 3.71 -2.53 -0.10
H 4.29 -2.39 0.70
H 3.65 -1.76 -0.61
```

Summary:
Relative energy (zero: lowest compared OMol25 entry of this formula, charge and spin): 33.2 kcal per mole
Kohn-Sham gap: 9.173 eV
Total charge: 0
SMILES string: C=C(CCC=O)NC.O.O.O.O.O.O.O.O.O.O.O


Number 1: E -55499.4031 eV. Number 2: E -7797.9006 eV. Number 3: E -13549.3149 eV. Number 4: E -17928.2464 eV. Number 5: E -51105.2049 eV. Number 6: E -32818.7628 eV.